(1)
Molecular formula: C33H88O18
Method: DFT, ωB97M-V with the def2-TZVPD basis set

Properties
* lowest unoccupied orbital energy: 0.43 eV
* strongest force on any atom: 0.0283 hartree/bohr
* HOMO energy: -9.20 eV
* total energy: -72493.4960 eV

The geometry in XYZ format:
```
139
C33H88O18, DFT ωB97M-V with the def2-TZVPD basis set
C 0.755 -0.175 -0.628
C -0.732 0.137 -0.764
C -1.130 0.670 0.621
O 0.011 0.442 1.454
C 0.820 -0.562 0.840
H 1.402 0.684 -0.818
H 1.087 -0.966 -1.308
H -1.269 -0.795 -0.953
H -0.931 0.840 -1.572
H -2.000 0.129 1.009
H -1.382 1.729 0.604
H 0.369 -1.539 1.071
H 1.815 -0.584 1.285
C 6.589 -2.103 -5.157
O 5.841 -1.005 -4.698
C 5.354 -0.178 -5.723
C 4.345 0.770 -5.113
O 3.255 0.063 -4.593
C 2.321 0.889 -3.954
H 6.120 -2.567 -6.033
H 6.643 -2.825 -4.346
H 7.610 -1.839 -5.461
H 4.887 -0.791 -6.508
H 6.120 0.408 -6.248
H 4.076 1.458 -5.930
H 4.877 1.305 -4.312
H 2.033 1.764 -4.545
H 2.636 1.241 -2.964
H 1.448 0.262 -3.779
C -0.445 1.341 6.636
O 0.671 1.929 6.036
C 0.747 1.599 4.678
C 1.974 2.165 4.017
O 3.196 1.632 4.484
C 3.332 0.256 4.387
H -0.565 0.278 6.386
H -1.351 1.843 6.271
H -0.430 1.404 7.721
H -0.137 1.985 4.135
H 0.627 0.521 4.486
H 2.020 3.235 4.224
H 1.931 2.021 2.932
H 2.574 -0.258 4.999
H 4.291 -0.041 4.805
H 3.248 -0.158 3.374
C -2.190 -3.993 2.365
O -3.533 -3.924 1.950
C -3.651 -3.442 0.638
C -5.073 -3.340 0.167
O -5.735 -4.578 0.058
C -7.093 -4.408 -0.249
H -1.711 -3.011 2.205
H -1.640 -4.662 1.691
H -2.143 -4.252 3.416
H -3.110 -4.117 -0.036
H -3.140 -2.471 0.578
H -4.987 -2.941 -0.861
H -5.692 -2.596 0.682
H -7.633 -3.852 0.532
H -7.563 -5.389 -0.296
H -7.220 -3.888 -1.209
C -3.810 1.455 3.832
O -3.916 0.219 3.194
C -4.902 0.036 2.195
C -6.302 0.507 2.546
O -6.294 1.923 2.446
C -7.586 2.448 2.717
H -3.029 1.357 4.589
H -4.707 1.700 4.404
H -3.519 2.275 3.171
H -4.884 -1.027 1.952
H -4.509 0.557 1.310
H -6.554 0.204 3.567
H -7.026 0.100 1.835
H -7.503 3.533 2.696
H -7.847 2.189 3.755
H -8.362 2.067 2.051
C 4.348 -2.537 -2.178
O 4.267 -2.337 -0.780
C 5.307 -1.543 -0.272
C 5.199 -0.057 -0.518
O 4.055 0.418 0.128
C 3.984 1.833 0.073
H 4.295 -1.586 -2.712
H 3.503 -3.160 -2.462
H 5.276 -3.054 -2.449
H 6.247 -1.910 -0.707
H 5.345 -1.747 0.798
H 5.157 0.144 -1.598
H 6.127 0.421 -0.178
H 4.758 2.301 0.689
H 3.004 2.116 0.453
H 4.073 2.172 -0.965
C 3.937 5.413 0.422
O 2.725 4.837 0.020
C 1.714 5.009 0.973
C 0.477 4.260 0.570
O -0.001 4.816 -0.622
C -1.313 4.414 -0.895
H 4.325 4.961 1.348
H 3.857 6.484 0.659
H 4.647 5.282 -0.391
H 1.479 6.064 1.159
H 2.047 4.609 1.945
H -0.256 4.409 1.373
H 0.670 3.186 0.487
H -1.650 4.908 -1.804
H -2.008 4.685 -0.087
H -1.414 3.329 -1.029
C 1.195 -4.539 -1.101
O 0.219 -3.923 -0.250
H 2.194 -4.143 -0.894
H 1.230 -5.605 -0.852
H 0.960 -4.360 -2.145
H 0.556 -3.878 0.664
C -4.869 2.556 -2.659
O -3.841 1.762 -2.088
H -5.794 2.420 -2.111
H -4.580 3.615 -2.630
H -4.985 2.303 -3.719
H -3.009 1.957 -2.561
C -1.465 0.804 -4.452
O -1.777 2.091 -3.915
H -2.363 0.184 -4.406
H -1.082 0.817 -5.469
H -0.773 0.294 -3.775
H -1.233 2.738 -4.372
C -2.056 -2.833 -3.031
O -1.746 -4.071 -2.424
H -2.654 -2.198 -2.363
H -1.162 -2.262 -3.310
H -2.653 -3.025 -3.921
H -1.101 -3.908 -1.723
C 2.778 -3.374 1.980
O 1.424 -3.756 2.308
H 2.967 -2.364 2.348
H 3.435 -4.100 2.471
H 3.028 -3.381 0.922
H 1.181 -3.254 3.089
```

Löwdin population analysis, charges in e, atoms 1 to 5:
1. C -0.145
2. C -0.140
3. C -0.169
4. O -0.152
5. C -0.186

(2)
Molecular formula: C33H91Li2N7O17
Method: DFT, ωB97M-V with the def2-TZVPD basis set

Properties
* lowest unoccupied orbital energy: -1.14 eV
* strongest force on any atom: 0.1139 hartree/bohr
* HOMO energy: -4.44 eV
* total energy: -81329.5440 eV

The geometry in XYZ format:
```
150
C33H91Li2N7O17, DFT ωB97M-V with the def2-TZVPD basis set
Li -7.076 13.507 13.129
Li -12.603 10.199 13.899
O -11.150 8.553 16.254
C -9.907 9.049 16.758
C -9.019 10.059 15.881
O -9.614 11.051 15.093
H -9.167 8.308 17.062
H -10.218 9.656 17.608
H -8.503 9.392 15.191
H -8.190 10.530 16.409
C -12.233 3.739 12.853
O -12.206 2.736 12.177
N -11.173 4.267 13.304
N -13.286 4.434 13.216
H -10.262 3.953 13.002
H -11.380 5.139 13.770
H -14.190 4.132 12.882
H -13.156 5.100 13.964
C -16.328 9.906 12.809
O -15.131 9.925 12.003
C -15.442 9.573 10.591
C -14.122 9.685 9.745
N -13.180 8.774 10.416
C -11.880 8.829 9.681
C -11.736 7.990 8.454
O -12.386 8.585 7.311
C -12.302 7.762 6.125
H -17.002 9.054 12.719
H -16.938 10.783 12.589
H -16.022 9.907 13.855
H -16.112 10.236 10.044
H -15.903 8.590 10.499
H -13.820 10.732 9.714
H -14.178 9.381 8.700
H -13.574 7.851 10.306
H -11.082 8.438 10.312
H -11.619 9.874 9.518
H -12.046 6.950 8.551
H -10.683 7.846 8.213
H -12.292 6.695 6.346
H -11.441 7.970 5.490
H -13.212 8.032 5.588
C -1.598 20.058 18.355
O -1.358 18.670 18.319
C -1.078 18.115 17.028
C -0.724 16.654 17.117
N -1.784 15.804 17.783
C -1.285 14.476 18.139
C -2.457 13.549 18.617
O -2.039 12.246 18.892
C -3.022 11.301 19.225
H -2.365 20.410 17.665
H -0.701 20.653 18.187
H -2.035 20.313 19.321
H -0.254 18.601 16.507
H -1.907 18.322 16.351
H 0.188 16.615 17.714
H -0.452 16.157 16.186
H -1.992 16.254 18.663
H -0.593 14.508 18.980
H -0.682 14.059 17.332
H -3.248 13.643 17.873
H -2.967 13.832 19.538
H -2.665 10.310 19.505
H -3.639 11.103 18.349
H -3.754 11.606 19.973
C -6.419 19.341 14.049
O -7.168 18.652 13.022
C -8.221 17.756 13.374
C -8.720 17.003 12.180
N -7.696 16.220 11.600
C -8.141 15.526 10.361
C -7.096 14.517 9.860
O -6.887 13.606 10.912
C -5.733 12.761 10.866
H -5.936 18.615 14.703
H -7.177 19.977 14.505
H -5.741 20.003 13.511
H -9.095 18.236 13.815
H -7.888 17.052 14.136
H -9.156 17.739 11.505
H -9.509 16.313 12.478
H -7.024 16.942 11.383
H -8.401 16.209 9.552
H -9.063 14.957 10.483
H -6.178 15.050 9.610
H -7.381 13.945 8.977
H -5.705 12.222 11.813
H -4.896 13.458 10.824
H -5.797 12.110 9.995
C -9.263 12.244 23.493
O -9.212 11.589 24.739
C -10.035 10.456 24.916
C -10.420 10.289 26.431
N -11.660 11.046 26.709
C -11.882 11.155 28.120
C -12.262 9.797 28.822
O -11.279 8.800 28.867
C -11.870 7.512 29.042
H -8.873 11.583 22.718
H -8.645 13.138 23.572
H -10.296 12.505 23.265
H -9.359 9.627 24.709
H -10.935 10.370 24.307
H -9.620 10.726 27.029
H -10.461 9.222 26.653
H -11.582 11.958 26.283
H -12.699 11.844 28.336
H -11.022 11.585 28.635
H -13.085 9.507 28.169
H -12.819 9.947 29.746
H -11.473 6.766 28.354
H -12.923 7.393 28.787
H -11.778 7.162 30.071
C -9.385 -0.441 8.645
O -8.104 0.238 8.550
C -8.123 1.464 7.727
C -7.021 2.482 8.100
N -7.201 3.136 9.410
C -5.998 3.732 9.932
C -6.093 4.161 11.428
O -6.222 2.937 12.166
C -6.531 2.936 13.496
H -10.081 0.160 9.232
H -9.245 -1.421 9.100
H -9.900 -0.547 7.690
H -8.171 1.165 6.679
H -9.056 2.010 7.865
H -6.078 1.958 7.943
H -7.080 3.292 7.373
H -7.539 2.367 9.971
H -5.172 3.021 9.908
H -5.625 4.599 9.386
H -5.189 4.643 11.800
H -6.973 4.785 11.586
H -7.221 2.106 13.654
H -7.153 3.780 13.794
H -5.613 2.860 14.079
O -12.082 2.446 18.127
H -11.809 3.161 17.552
H -12.841 2.792 18.596
O -12.476 14.717 16.088
H -12.489 14.218 16.905
H -11.763 14.328 15.581
O -14.117 11.637 19.508
H -14.383 11.398 20.395
H -13.680 10.856 19.169
O -16.073 6.523 19.121
H -16.964 6.873 19.100
H -15.631 6.947 18.386
```

Löwdin population analysis, charges in e, atoms 1 to 5:
1. Li 0.777
2. Li 0.743
3. O -0.469
4. C -0.452
5. C -0.488

(3)
Molecular formula: C33H92O13
Method: DFT, ωB97M-V with the def2-TZVPD basis set

Properties
* ΔE to the lowest compared entry with this formula, charge and spin: 58.3 kcal/mol
* lowest unoccupied orbital energy: -0.05 eV
* strongest force on any atom: 0.0691 hartree/bohr
* HOMO energy: -9.47 eV
* total energy: -62326.1393 eV

The geometry in XYZ format:
```
138
C33H92O13, DFT ωB97M-V with the def2-TZVPD basis set
C -0.087 0.820 3.132
C 1.126 0.370 3.956
O 1.057 0.882 5.276
H -0.105 0.214 2.221
H -0.034 1.859 2.809
H -0.971 0.707 3.757
H 2.008 0.791 3.469
H 1.176 -0.720 3.923
H 0.759 0.221 5.902
C -2.111 -0.466 -4.413
C -3.444 -0.821 -5.041
O -4.511 -0.679 -4.114
H -1.973 -0.952 -3.443
H -1.859 0.577 -4.208
H -1.330 -0.863 -5.071
H -3.364 -1.855 -5.388
H -3.607 -0.302 -5.991
H -4.761 0.249 -4.203
C 4.829 -1.527 -0.420
C 4.038 -2.688 0.153
O 2.897 -2.874 -0.720
H 5.618 -1.983 -1.038
H 5.417 -1.013 0.339
H 4.339 -0.903 -1.161
H 3.556 -2.461 1.110
H 4.628 -3.597 0.273
H 2.312 -3.525 -0.306
C -4.334 1.643 -1.246
C -5.321 1.889 -2.371
O -4.636 2.471 -3.485
H -3.755 2.533 -0.975
H -3.628 0.960 -1.727
H -4.690 1.288 -0.278
H -6.154 2.560 -2.133
H -5.660 0.929 -2.750
H -4.349 3.362 -3.265
C -3.054 -5.054 1.685
C -2.958 -3.570 1.961
O -1.609 -3.259 2.363
H -2.319 -5.293 0.908
H -4.042 -5.325 1.316
H -2.731 -5.646 2.542
H -3.629 -3.344 2.791
H -3.158 -2.990 1.058
H -1.670 -2.701 3.171
C -3.720 -0.231 3.640
C -3.197 -1.158 4.722
O -1.808 -1.437 4.502
H -3.271 0.757 3.689
H -4.802 -0.161 3.764
H -3.533 -0.690 2.666
H -3.760 -2.091 4.813
H -3.312 -0.600 5.662
H -1.457 -1.898 5.273
C 5.266 2.848 2.922
C 4.747 1.457 2.539
C 3.864 1.439 1.324
O 5.814 0.532 2.399
H 5.856 2.873 3.836
H 4.417 3.522 3.046
H 5.884 3.164 2.079
H 4.082 1.100 3.341
H 4.341 1.886 0.445
H 2.945 2.008 1.482
H 3.526 0.439 1.051
H 6.297 0.426 3.220
C 1.191 -5.393 3.452
C 1.434 -5.537 1.950
C 0.665 -6.725 1.357
O 0.921 -4.323 1.329
H 0.126 -5.380 3.697
H 1.535 -4.429 3.835
H 1.714 -6.193 3.978
H 2.490 -5.633 1.707
H -0.254 -6.366 0.883
H 0.188 -7.384 2.093
H 1.208 -7.322 0.629
H 0.238 -4.019 1.949
C 3.866 0.942 -3.923
C 3.426 1.816 -2.766
C 3.952 3.237 -2.814
O 1.987 1.939 -2.812
H 4.942 0.761 -3.761
H 3.815 1.377 -4.921
H 3.364 -0.025 -3.938
H 3.722 1.325 -1.834
H 5.037 3.313 -2.896
H 3.761 3.733 -1.852
H 3.406 3.893 -3.492
H 1.585 1.085 -2.574
C -2.547 2.492 1.291
C -3.477 3.596 0.747
C -3.373 4.895 1.508
O -3.168 3.791 -0.651
H -2.578 2.595 2.379
H -1.509 2.608 0.990
H -2.952 1.531 0.980
H -4.529 3.303 0.738
H -2.393 5.369 1.384
H -3.496 4.743 2.582
H -4.120 5.593 1.128
H -2.432 4.411 -0.597
C 0.092 -3.446 -2.165
C 0.241 -4.799 -2.840
C -0.215 -4.748 -4.286
O 1.673 -5.102 -2.899
H 0.417 -3.391 -1.125
H -0.969 -3.189 -2.211
H 0.688 -2.669 -2.652
H -0.250 -5.585 -2.263
H -1.232 -5.090 -4.495
H 0.327 -5.533 -4.826
H 0.068 -3.786 -4.709
H 2.110 -4.367 -2.452
C -0.182 1.474 -0.280
C 0.309 0.042 -0.100
C -0.907 -0.867 0.055
O 1.127 -0.309 -1.234
H -0.711 1.860 0.588
H -0.770 1.572 -1.193
H 0.683 2.127 -0.442
H 0.969 -0.013 0.771
H -1.529 -0.937 -0.844
H -1.617 -0.535 0.815
H -0.642 -1.902 0.286
H 1.406 -1.206 -0.986
C 0.785 7.585 -1.847
C -0.009 6.298 -1.856
C 0.850 5.111 -1.429
O -1.056 6.306 -0.878
H 0.181 8.454 -2.120
H 1.549 7.462 -2.623
H 1.357 7.771 -0.936
H -0.446 6.194 -2.857
H 1.746 4.890 -2.007
H 0.325 4.149 -1.431
H 1.083 5.233 -0.368
H -1.277 7.227 -0.699
```

Löwdin population analysis, charges in e, atoms 1 to 5:
1. C -0.069
2. C -0.290
3. O -0.066
4. H 0.044
5. H 0.079